1.
DFT (the ωB97M-V functional and the def2-TZVPD basis) results for C31H35MnN7O6 as an isolated structure.

Its energy above the lowest of the compared OMol25 structures with the same formula, charge and spin is 4.4 kcal per mole. The spin multiplicity is 6. The total charge is +2. The calculation puts the gap between HOMO and LUMO (alpha / beta) at 7.592 / 7.477 eV.

Each line ends with the Mulliken charge.
CARTESIAN COORDINATES (ANGSTROEM)
Mn (0.90954, -0.43835, 1.44810)  1.2282
O (1.27716, 3.71917, 2.97993)  -0.4254
C (1.01779, 2.46005, 2.69245)  0.0514
O (1.84064, 1.58450, 2.59955)  -0.4855
C (-0.45142, 2.16644, 2.55123)  0.6562
C (-1.46417, 3.10647, 2.61710)  -0.2897
C (-2.77127, 2.64221, 2.59998)  -0.9704
C (-3.00623, 1.27307, 2.58961)  -0.7452
C (-1.91897, 0.41973, 2.51811)  1.1869
N (-0.68188, 0.87077, 2.44313)  -0.3256
C (-1.94220, -1.09547, 2.55742)  0.3471
O (-3.04698, -1.73280, 2.87850)  -0.4625
O (-0.93153, -1.70831, 2.31921)  -0.4556
H (2.23190, 3.81879, 3.12439)  0.4108
H (-1.23208, 4.16364, 2.67286)  0.6527
H (-3.59959, 3.33952, 2.62694)  0.5014
H (-4.02260, 0.90162, 2.62546)  0.2982
H (-3.78158, -1.14875, 3.10714)  0.3115
C (-2.89920, -5.96175, -4.15977)  -1.5736
C (-2.24095, -5.09314, -3.12698)  0.5617
C (-2.29320, -3.70492, -3.21492)  -0.9612
C (-1.67106, -2.88753, -2.28928)  0.5505
C (-1.78960, -1.39349, -2.46363)  -0.9668
C (-0.96258, -3.49386, -1.22025)  0.2263
C (-0.21709, -2.74000, -0.25068)  0.0874
O (-0.03795, -1.51406, -0.23963)  -0.0770
C (-0.93130, -4.90838, -1.09716)  1.1453
C (-0.22781, -5.61967, 0.04141)  -1.7863
C (-1.56486, -5.67205, -2.05398)  -0.7852
H (-3.44407, -5.37437, -4.89608)  0.3643
H (-3.59157, -6.66508, -3.69230)  0.3780
H (-2.14675, -6.55635, -4.68322)  0.3493
H (-2.84415, -3.24902, -4.03089)  0.3221
H (-2.50916, -1.16434, -3.24966)  0.4473
H (-0.82661, -0.95483, -2.73692)  0.2553
H (-2.10978, -0.90706, -1.54194)  0.0830
H (0.24961, -3.32965, 0.54614)  0.2269
H (-0.54036, -5.24896, 1.01841)  0.3898
H (0.85797, -5.52029, -0.03007)  0.3272
H (-0.45484, -6.68291, 0.00902)  0.3897
H (-1.54598, -6.75411, -1.96601)  0.4220
C (5.23523, -3.89238, 0.97240)  -0.8517
N (4.38831, -2.91189, 1.65534)  0.1368
C (4.93296, -2.29140, 2.86571)  -0.9334
C (3.21423, -2.58597, 1.17402)  0.2331
O (2.44939, -1.74202, 1.69455)  -1.0747
H (6.06138, -3.39439, 0.46729)  0.3481
H (4.65216, -4.44949, 0.24302)  0.2888
H (5.63813, -4.58741, 1.70510)  0.3161
H (5.09114, -3.05578, 3.62311)  0.3556
H (4.24193, -1.54734, 3.23939)  0.2499
H (5.88986, -1.82276, 2.63571)  0.3390
H (2.91982, -3.12866, 0.27355)  0.2911
C (-0.72250, 1.54000, -1.02431)  -0.2649
C (0.74696, 1.75431, -0.87164)  0.5000
N (1.53291, 0.96935, -0.15603)  0.6065
C (2.82027, 1.46844, -0.25950)  -0.8597
C (2.80581, 2.55577, -1.06460)  -0.6969
N (1.48717, 2.72575, -1.45449)  0.3625
C (1.03860, 3.76176, -2.39807)  -1.1115
N (-0.22181, 4.31849, -2.02505)  0.6885
N (-1.35969, 3.92570, -2.67752)  -0.5297
N (-2.36753, 4.47141, -2.11727)  -0.5127
C (-1.91101, 5.26223, -1.06713)  0.4479
C (-2.61460, 6.07726, -0.17660)  -0.7857
C (-1.87717, 6.77048, 0.76031)  -0.5498
C (-0.47083, 6.66007, 0.82004)  -0.6660
C (0.23292, 5.85056, -0.04733)  -0.8083
C (-0.52805, 5.16196, -0.99776)  1.1680
H (-0.97158, 0.59150, -0.55676)  -0.8578
H (-1.01864, 1.49462, -2.07127)  0.8664
H (-1.30612, 2.33962, -0.55841)  -0.1125
H (3.65564, 1.01255, 0.24686)  0.5391
H (3.59553, 3.20221, -1.41513)  0.4942
H (0.93823, 3.35987, -3.40019)  0.1797
H (1.80085, 4.53485, -2.39701)  0.4838
H (-3.69130, 6.17984, -0.25240)  0.5110
H (-2.37870, 7.43864, 1.44952)  0.4375
H (0.06981, 7.24406, 1.55734)  0.4236
H (1.31500, 5.79172, -0.01751)  0.4874

=====

2.
DFT (the ωB97M-V functional and the def2-TZVPD basis) results for a 2-piece molecular cluster, C31H35N3O2S overall.

The total charge is +2. The calculation puts the gap between HOMO and LUMO at 4.254 eV.

Each line ends with the Mulliken charge.
CARTESIAN COORDINATES (ANGSTROEM)
C (3.71991, 2.55071, 4.03594)  -0.8178
C (3.54936, 3.95764, 3.51852)  0.6455
O (2.95119, 4.82006, 4.09410)  -0.5252
O (4.16420, 4.18166, 2.30622)  -0.3540
C (3.22174, 4.30278, 1.22578)  -0.2834
C (3.94701, 3.98848, -0.06518)  -0.6771
C (4.33125, 2.52245, -0.20693)  -0.9283
C (3.15666, 1.55008, -0.35144)  -0.4651
C (2.05861, 1.96020, -1.35645)  -1.4689
C (0.84897, 2.58013, -0.69964)  0.2493
C (0.52641, 3.92430, -0.87551)  -0.3203
C (-0.55129, 4.50407, -0.21429)  -0.6150
C (-1.32405, 3.75036, 0.65470)  -0.2284
C (-1.03528, 2.39299, 0.80692)  1.0673
C (0.03158, 1.81278, 0.12930)  -0.5008
S (-2.07458, 1.46245, 1.89171)  -0.2607
C (-3.62185, 2.21692, 1.47929)  0.9734
C (-4.79428, 1.47470, 1.38028)  -0.6224
C (-5.98159, 2.12182, 1.06809)  -0.5023
C (-5.98846, 3.49095, 0.82608)  -0.5925
C (-4.81076, 4.22320, 0.90826)  -0.4234
C (-3.62325, 3.59344, 1.25565)  -0.1965
N (-2.40930, 4.35492, 1.37467)  -0.3846
H (2.77563, 2.23225, 4.47412)  0.2812
H (4.01544, 1.87677, 3.23530)  0.2333
H (4.47553, 2.54898, 4.81935)  0.3205
H (2.38737, 3.61271, 1.39571)  0.1354
H (2.81208, 5.31431, 1.21139)  0.3657
H (4.84427, 4.60903, -0.10174)  0.4982
H (3.31473, 4.32701, -0.88969)  0.2501
H (4.89089, 2.23851, 0.68841)  0.3525
H (5.02522, 2.39879, -1.04039)  0.3159
H (3.56494, 0.58841, -0.66942)  0.4264
H (2.70474, 1.39035, 0.63119)  0.2963
H (2.45420, 2.65965, -2.09113)  0.4954
H (1.73312, 1.05631, -1.87541)  0.4017
H (1.12898, 4.53368, -1.53736)  0.4097
H (-0.78538, 5.55043, -0.35186)  0.4555
H (0.24607, 0.75684, 0.26615)  0.0460
H (-4.77864, 0.40624, 1.55380)  0.3598
H (-6.90695, 1.56682, 1.00057)  0.3923
H (-6.90884, 3.99696, 0.56913)  0.3957
H (-4.78592, 5.28846, 0.72642)  0.4532
H (-2.15510, 4.38863, 2.36044)  0.3332
C (-0.08456, -6.93823, -5.78846)  -0.8576
N (-0.20904, -6.27993, -4.46337)  -0.0179
C (-1.13879, -5.32374, -4.29968)  -0.3431
C (-1.30342, -4.69838, -3.08640)  -0.5999
C (-0.49939, -5.06640, -2.00957)  0.6375
C (0.45996, -6.05441, -2.20654)  -0.7402
C (0.58513, -6.64344, -3.44585)  -0.0975
C (-0.66441, -4.42349, -0.67885)  0.6986
C (-0.89943, -5.19427, 0.45584)  -0.6400
C (-1.04343, -4.57581, 1.67845)  -0.2281
N (-0.95489, -3.24245, 1.78825)  0.0795
C (-0.73731, -2.47717, 0.70797)  -0.4123
C (-0.58936, -3.04031, -0.53840)  -0.7433
C (-1.08333, -2.57900, 3.10965)  -0.7127
H (0.10437, -6.17794, -6.54143)  0.3824
H (-1.01031, -7.46546, -6.00393)  0.3776
H (0.74167, -7.63982, -5.75704)  0.2717
H (-1.74195, -5.08158, -5.16349)  0.4962
H (-2.06658, -3.93860, -2.98956)  0.5368
H (1.12336, -6.36543, -1.41162)  0.5176
H (1.31808, -7.41090, -3.64747)  0.4014
H (-0.98752, -6.27038, 0.40184)  0.5582
H (-1.23178, -5.13009, 2.58623)  0.3793
H (-0.68732, -1.40894, 0.87095)  0.5298
H (-0.40956, -2.39156, -1.38470)  0.6092
H (-1.88815, -1.84996, 3.05251)  0.3028
H (-0.14293, -2.08468, 3.33910)  0.3474
H (-1.30363, -3.32580, 3.86448)  0.2796

=====

3.
DFT (the ωB97M-V functional and the def2-TZVPD basis) results for C31H36CoF6N11O3PS as an isolated structure.

Its energy above the lowest of the compared OMol25 structures with the same formula, charge and spin is 39.7 kcal per mole. The spin multiplicity is 2. The calculation puts the gap between HOMO and LUMO (alpha / beta) at 7.668 / 7.683 eV.

Each line ends with the Mulliken charge.
CARTESIAN COORDINATES (ANGSTROEM)
Co (-0.10571, -0.22360, 0.08358)  0.2347
C (-0.90514, 5.19626, -2.52600)  -0.8504
N (-1.21603, 3.78392, -2.51391)  0.2022
C (-2.18475, 3.17014, -3.25182)  -0.6058
C (-2.11142, 1.84038, -2.93918)  -0.8477
N (-1.12460, 1.62589, -2.02767)  0.2969
C (-0.59740, 2.81148, -1.78890)  -0.3365
P (0.83645, 3.14789, -0.71078)  -0.6385
C (1.81460, 1.72212, -1.23288)  0.2263
N (1.38893, 0.47399, -1.25255)  0.3153
C (2.38105, -0.26821, -1.80643)  -0.6479
C (3.42191, 0.54815, -2.13756)  -0.9180
N (3.05756, 1.80902, -1.76558)  0.4088
C (3.89717, 2.98463, -1.83038)  -0.8899
C (0.20630, 2.53404, 0.86250)  0.3722
N (-0.44137, 1.39487, 1.07202)  0.9836
C (-0.77463, 1.38080, 2.39972)  -0.2526
C (-0.32331, 2.52333, 2.98342)  -1.4807
N (0.30121, 3.24146, 2.00788)  0.4284
C (1.01086, 4.48044, 2.24299)  -0.9044
H (-1.62902, 5.70035, -3.16158)  0.3208
H (0.09620, 5.36722, -2.92111)  0.3077
H (-0.97031, 5.60930, -1.52045)  0.3112
H (-2.81810, 3.72532, -3.92043)  0.4408
H (-2.71246, 1.03643, -3.32383)  0.6312
H (2.30620, -1.33520, -1.90944)  0.5113
H (4.39114, 0.34286, -2.55355)  0.4145
H (4.87080, 2.68402, -2.21011)  0.3234
H (4.02567, 3.40067, -0.83250)  0.3191
H (3.46777, 3.73265, -2.49670)  0.3225
H (-1.25014, 0.53855, 2.86606)  0.4210
H (-0.33948, 2.85519, 4.00504)  0.4299
H (0.31192, 5.26823, 2.52292)  0.3487
H (1.54159, 4.76914, 1.33932)  0.3540
H (1.73728, 4.31740, 3.03809)  0.2842
N (-3.53220, -7.57859, 2.14154)  -0.5901
C (-2.93463, -6.32861, 2.25738)  1.0959
C (-1.91802, -5.94548, 1.37764)  -0.8559
C (-1.29409, -4.72341, 1.53379)  -0.3761
C (-1.67699, -3.85887, 2.54498)  -0.8854
C (-2.67312, -4.23408, 3.43030)  -0.1490
C (-3.29477, -5.46196, 3.29201)  -0.8781
S (-0.82868, -2.30968, 2.70064)  1.6746
O (-1.33309, -1.67149, 3.89108)  -0.7955
O (0.57115, -2.60654, 2.59683)  -0.7819
N (-1.21902, -1.45395, 1.38708)  -0.0381
C (-2.49097, -1.17879, 1.06957)  0.3359
N (-3.54685, -1.64346, 1.74793)  -0.4624
C (-4.73017, -1.21831, 1.32994)  -0.4638
C (-4.90206, -0.33405, 0.27457)  -0.9432
C (-3.74114, 0.06590, -0.38343)  -0.1884
N (-2.55325, -0.37429, -0.01967)  0.2168
H (-3.49789, -7.98890, 1.22249)  0.2165
H (-4.44571, -7.65516, 2.55913)  0.2276
H (-1.61051, -6.62190, 0.58754)  0.2821
H (-0.48281, -4.43218, 0.87857)  0.5114
H (-2.96248, -3.54690, 4.21145)  0.5229
H (-4.06910, -5.75557, 3.98980)  0.2977
H (-5.59041, -1.59739, 1.87393)  0.4586
H (-5.87878, 0.02242, -0.01476)  0.4288
H (-3.76792, 0.75577, -1.21900)  0.3140
C (3.57439, -1.35687, 1.97123)  -1.9136
C (2.94209, 0.04057, 2.08248)  1.1604
O (1.84271, 0.23067, 1.34320)  0.3936
C (4.01375, 1.08456, 1.65514)  0.2456
F (4.60921, 0.73860, 0.49213)  -0.2869
F (3.48643, 2.31888, 1.44003)  -0.1619
F (5.01520, 1.25620, 2.54690)  -0.3293
C (2.65258, 0.32042, 3.59170)  0.0845
F (2.48748, 1.65041, 3.84553)  -0.2836
F (3.63529, -0.08580, 4.43023)  -0.3366
F (1.53419, -0.27967, 3.99379)  -0.1392
H (3.70328, -1.56514, 0.90893)  0.3439
H (2.86952, -2.07379, 2.37927)  0.3241
H (4.53641, -1.44925, 2.47677)  0.3793
C (-0.27260, -5.04037, -2.24619)  -1.4184
C (-0.98942, -3.71904, -2.55049)  2.2348
C (-0.77016, -3.30187, -4.00813)  -1.7970
C (-2.49222, -3.80772, -2.24221)  -1.5159
C (-0.43654, -2.67294, -1.67936)  -0.1671
N (-0.00567, -1.85774, -1.00071)  0.0323
H (-0.65967, -5.81108, -2.91437)  0.4447
H (-0.44218, -5.36047, -1.21712)  0.1204
H (0.80066, -4.95085, -2.40619)  0.3764
H (-1.21711, -4.05294, -4.66020)  0.4499
H (0.29138, -3.22760, -4.24242)  0.3751
H (-1.23900, -2.34107, -4.21518)  0.3283
H (-2.93024, -4.61255, -2.83520)  0.4590
H (-2.98946, -2.87299, -2.49803)  0.3278
H (-2.67177, -4.01657, -1.19186)  0.2577

=====

> Which formula does entry 2 have?

C31H35N3O2S